Here is the molecule C5H9NO from the OMol25 dataset. Energies are from wB97M-V/def2-TZVPD.

The value obtained for the largest force on an atom is 0.37 eV/Å. For the energy above the lowest of the compared OMol25 structures with the same formula, charge and spin, the calculation gives 145.7 kcal per mole. Its HOMO energy is -8.259 eV. As for the HOMO-LUMO gap: 0.3116 Eh. For the energy, the calculation gives -8862.89364 eV.

ORCA input file:
```
! wB97M-V def2-TZVPD RIJCOSX def2/J DEFGRID3
* xyz 0 1
O -2.35 -1.43 0.68
C -1.35 -0.73 0.03
C -0.66 1.49 -0.08
C 0.54 0.57 -0.03
C 1.61 0.44 -1.05
N 1.82 1.20 0.19
C 0.02 -0.66 0.69
H -2.36 -1.17 1.61
H -1.31 -1.08 -1.00
H -1.67 0.42 0.03
H -0.85 1.77 -1.13
H 1.58 1.05 -1.96
H 2.11 -0.52 -1.16
H 2.38 0.68 0.86
H 0.61 -1.57 0.58
H -0.11 -0.44 1.76
*
```